ORCA calculation (ωB97M-V/def2-TZVPD) on 2 unconnected molecules or ions with the total composition C39H45BF6N2O2 in a non-equilibrium geometry.

Properties
* orbital gap: 3.01 eV
* max |F|: 2.9 eV/A
* calculated total energy: -65229.284 eV
* 2S+1: 1
* relative energy (zero: lowest compared OMol25 entry of this formula, charge and spin): 18.8 kcal/mol

Each line ends with the Löwdin charge.
Cartesian coordinates (Å):
O -1.36605 -0.09839 -3.30299  0.031
C 1.97486 3.23833 2.02043  0.005
C -4.24649 0.01852 -0.89578  -0.084
H 1.66402 -1.05542 -0.16406  0.062
H 0.79929 -4.38070 5.56400  0.110
F 7.38260 1.75556 0.01250  0.107
H -3.20234 -5.07172 -1.07300  0.086
C -3.15541 -2.22974 -3.71386  -0.050
H 0.05014 -2.42752 -3.31989  0.097
H 3.90193 1.96994 -1.88826  0.095
H -2.06128 -4.41846 6.33021  0.147
H 1.39149 4.01101 2.52962  0.127
C 0.43419 -1.56276 -3.87426  -0.017
C -2.70582 4.18298 -2.59288  -0.115
H -2.58284 -1.10756 5.06254  0.115
H 1.41132 1.61448 -1.37913  0.077
C 1.50060 1.89592 2.06403  -0.229
H 1.04483 -3.10771 6.79704  0.095
C -2.70448 -3.01342 -1.48384  -0.060
C 1.56227 -1.01424 -1.25261  -0.010
H -3.16432 4.88513 -4.59202  0.091
H -4.78586 -0.37216 -1.76706  0.083
C -3.59355 -4.54828 -3.14000  -0.127
C -3.60491 -3.51078 -4.07267  -0.100
C 3.44835 1.21932 0.76622  0.002
C 0.31606 -0.23762 -1.64299  -0.465
C 0.81966 -1.34880 4.83708  0.023
H -2.34090 3.19515 -0.69300  0.099
H 5.50333 1.27479 -1.51343  0.091
C -2.91588 0.62945 -1.26121  -0.208
C -0.01941 0.47629 3.42251  -0.187
F -3.24314 -4.88401 3.95241  0.147
C 0.19154 1.54204 2.52400  0.112
H -3.90333 -5.55331 -3.42971  0.087
H 1.79171 0.82068 -3.84294  0.078
B -1.89374 -0.58415 -2.05886  -0.802
H 5.67667 4.44315 0.83973  0.137
H 1.52731 -1.62607 -3.94184  0.081
N -0.74679 -2.93505 5.73183  -0.103
H -3.95731 -3.68597 -5.09367  0.092
C 3.15453 3.55884 1.38437  0.016
C -3.11445 4.02214 -3.91833  -0.123
C -3.48549 2.75170 -4.37291  -0.088
H -3.81054 2.60496 -5.40534  0.098
C -2.64348 3.08195 -1.73807  -0.068
F 8.13380 3.44324 1.22603  0.135
C -1.33905 0.17371 3.87948  0.027
H 1.65679 -1.93238 5.22188  0.112
H -2.86163 -2.91148 5.71883  0.137
H -2.35983 -2.81552 -0.46819  0.104
C -2.66481 -1.99535 -2.43117  -0.098
C -3.17734 -4.28896 -1.83145  -0.103
H -0.63352 2.23128 2.34793  0.146
H -3.75334 0.67106 -3.86881  0.111
C -3.43618 1.65520 -3.51720  -0.022
H -0.15507 -4.39414 7.07669  0.102
H -2.42845 5.16518 -2.21345  0.087
H 6.45399 4.06701 -0.78014  0.146
H 3.53720 4.58476 1.36185  0.119
F -1.93832 -3.25778 3.25126  0.124
H -0.35491 1.84075 -1.53409  0.082
C 5.99595 3.67195 0.13184  -0.044
F -1.04483 -5.09122 4.05400  0.113
C -0.50849 -1.73634 5.14491  -0.186
C -2.02937 -3.60764 5.59741  -0.031
H -4.08514 -0.80491 -0.19666  0.071
H -2.36678 0.91601 -0.35685  0.104
C 1.05090 -0.30021 3.97245  0.021
H 4.04371 0.45452 0.25797  0.132
H -2.17266 0.78158 3.52945  0.135
H 0.33472 1.86072 -3.73425  0.086
F 6.43629 2.22123 1.94019  0.109
C 0.70704 0.86904 -4.00760  -0.013
H 0.02433 -1.58694 -4.89020  0.095
H 2.12671 -0.16811 1.69020  0.110
C 4.91941 2.20962 -1.53844  -0.036
H -4.89089 0.76655 -0.41540  0.068
C -2.09658 -4.21626 4.22993  -0.522
H -3.17871 -1.43015 -4.45955  0.104
H 0.34259 1.19387 -0.03248  0.063
C -2.98059 1.79566 -2.19209  -0.213
C 7.00836 2.80289 0.82685  -0.530
C 3.84700 2.56647 0.63616  -0.219
H 2.44855 -0.50451 -1.65702  0.080
O -0.83229 -0.86490 -1.10459  0.044
C 0.29632 -3.74473 6.31476  -0.034
C 2.35934 0.88432 1.53741  -0.040
H 1.53255 -2.03750 -1.64080  0.085
C 0.43084 1.19150 -1.12375  0.002
H 0.51850 0.70635 -5.07369  0.089
C 0.02887 -0.24183 -3.22828  -0.485
N 4.86247 2.85141 -0.24250  -0.141
H 2.08441 -0.07363 3.71425  0.118
C -1.57416 -0.88864 4.71967  0.004
H 5.38338 2.89879 -2.25667  0.100